(1)
The following is a DFT calculation (the ωB97M-V functional and the def2-TZVPD basis) of an isolated molecule of C20H18BNO4.

LUMO energy: -0.332 eV
Energy relative to the best compared isomer or geometry (same formula, charge and spin): 0.00 kJ/mol
Kohn-Sham gap: 8.2 eV

```
! RIJCOSX wB97M-V def2-TZVPD def2/J DEFGRID3
* xyz 0 1
C -3.257 -3.329 -1.036
C -2.218 -2.245 -1.207
N -2.340 -1.177 -0.217
C -2.412 0.143 -0.598
O -2.364 0.401 -1.786
C -2.445 1.249 0.427
C -3.386 2.261 0.353
C -3.366 3.295 1.279
C -2.483 3.255 2.354
C -1.596 2.225 2.475
C -1.518 1.270 1.493
C -0.377 0.326 1.566
O -0.448 -0.733 2.179
C 0.861 0.681 0.846
C 0.820 1.580 -0.232
C 1.945 1.782 -0.984
C 3.151 1.051 -0.754
C 4.317 1.221 -1.551
C 5.444 0.578 -1.159
C 5.398 -0.392 -0.127
C 4.270 -0.641 0.617
C 3.147 0.148 0.342
C 1.998 -0.013 1.121
B -0.802 -2.904 -1.123
O 0.142 -2.604 -0.132
O -0.524 -3.708 -2.192
H -3.138 -4.160 -1.738
H -3.191 -3.762 -0.043
H -4.245 -2.916 -1.163
H -2.266 -1.796 -2.218
H -2.700 -1.457 0.711
H -4.070 2.278 -0.458
H -4.130 4.084 1.246
H -2.540 3.984 3.165
H -0.869 2.260 3.250
H -0.090 2.018 -0.525
H 1.866 2.432 -1.842
H 4.345 1.810 -2.458
H 6.366 0.650 -1.707
H 6.293 -0.971 0.022
H 4.189 -1.401 1.385
H 2.008 -0.712 1.915
H -0.150 -1.971 0.603
H 0.366 -4.093 -2.098
*
```

---

(2)
The following is a DFT calculation (the ωB97M-V functional and the def2-TZVPD basis) of a cluster of 5 separate species, C20H18Br2Cl16NO4P in total.

LUMO energy: -1.888 eV
Kohn-Sham gap: 6.7 eV

```
! RIJCOSX wB97M-V def2-TZVPD def2/J DEFGRID3
* xyz 0 1
C 2.672 -0.077 2.856
C 1.676 -0.405 2.223
C 0.533 -0.490 1.212
C 0.693 -1.126 -0.004
C 1.998 -1.799 -0.566
Br 3.557 -0.542 -0.622
C 2.368 -3.206 0.098
C 3.042 -4.091 -1.078
Br 3.732 -3.104 1.538
C -0.591 -1.171 -0.932
O -0.685 -1.961 -1.859
C -1.781 -0.143 -0.689
P -2.968 0.070 -2.134
N -4.430 -0.392 -1.641
C -1.870 0.509 0.525
C -3.013 1.584 0.800
C -2.493 2.922 0.083
O -1.114 3.118 0.474
C -0.470 4.057 -0.338
O -0.639 4.181 -1.539
C 0.605 5.005 0.347
C 2.027 4.262 0.274
C -0.835 0.195 1.654
O -0.969 0.458 2.832
H 3.440 -0.058 3.670
H 1.789 -2.022 -1.661
H 1.456 -3.797 0.428
H 3.292 -3.477 -1.992
H 2.403 -4.993 -1.335
H 4.032 -4.517 -0.713
H -2.564 -0.835 -3.178
H -3.054 1.419 -2.590
H -4.362 -0.659 -0.647
H -3.079 1.843 1.904
H -4.017 1.260 0.409
H -3.149 3.816 0.319
H -2.614 2.756 -1.037
H 0.704 5.954 -0.268
H 0.346 5.215 1.422
H 2.837 5.031 0.052
H 2.037 3.543 -0.599
H 2.286 3.699 1.220
Cl -2.068 -1.184 -5.969
C -0.483 -0.389 -5.899
Cl -0.234 0.294 -4.279
Cl 0.789 -1.575 -6.241
Cl -0.421 0.911 -7.103
Cl 4.999 -7.183 -0.070
C 3.858 -7.752 1.163
Cl 2.326 -6.868 1.009
Cl 3.563 -9.487 0.939
Cl 4.541 -7.472 2.775
Cl -6.062 7.070 -2.201
C -5.579 5.456 -1.647
Cl -3.812 5.315 -1.701
Cl -6.140 5.209 0.019
Cl -6.302 4.227 -2.702
Cl 3.136 -2.286 7.369
C 1.639 -1.721 6.598
Cl 0.961 -0.377 7.538
Cl 1.994 -1.168 4.944
Cl 0.467 -3.051 6.537
*
```

---

(3)
The following is a DFT calculation (the ωB97M-V functional and the def2-TZVPD basis) of a structure of composition C20H18BrIN2O4SbSe5Y.

LUMO energy: 3.585 eV
Energy relative to the best compared isomer or geometry (same formula, charge and spin): 277.61 kJ/mol
Kohn-Sham gap: 5.3 eV

```
! RIJCOSX wB97M-V def2-TZVPD def2/J DEFGRID3
* xyz -2 1
Y 0.504 -0.362 1.324
Se 5.683 1.167 1.687
Sb 3.317 0.849 2.089
Se 1.830 0.905 -0.741
Se 2.134 -2.333 1.984
Se 2.526 1.489 4.299
O -5.023 -2.675 -0.335
C -4.267 -3.672 0.095
O -4.655 -4.820 0.082
C -2.926 -3.313 0.615
C -2.007 -4.205 1.147
N -0.943 -3.495 1.539
N -1.102 -2.207 1.268
C -2.280 -2.063 0.694
C -2.576 -0.659 0.229
O -3.656 -0.437 -0.333
O -1.636 0.159 0.457
H -4.586 -1.772 -0.213
H -2.076 -5.271 1.276
H -0.002 -3.746 1.876
C 1.143 5.675 -6.065
C 0.916 4.447 -5.223
C 0.384 4.535 -3.949
C 0.174 3.411 -3.151
C -0.454 3.586 -1.799
C 0.540 2.150 -3.641
Se 0.286 0.563 -2.608
C 1.068 2.040 -4.939
C 1.473 0.709 -5.515
C 1.241 3.184 -5.706
H 0.789 6.570 -5.552
H 0.619 5.604 -7.021
H 2.204 5.812 -6.283
H 0.107 5.509 -3.555
H -0.941 4.560 -1.727
H 0.290 3.503 -1.006
H -1.184 2.798 -1.608
H 2.215 0.226 -4.878
H 1.886 0.838 -6.517
H 0.628 0.021 -5.574
H 1.655 3.085 -6.706
Br -2.577 -2.540 6.664
C -0.704 -2.636 6.376
C -0.002 -3.603 7.081
C 1.369 -3.720 6.904
C 2.033 -2.878 6.029
C 1.334 -1.909 5.322
C -0.034 -1.791 5.499
I -1.046 -0.316 4.404
H -0.536 -4.258 7.755
H 1.912 -4.481 7.451
H 3.099 -2.968 5.867
H 1.856 -1.262 4.630
*
```

---

(4)
The following is a DFT calculation (the ωB97M-V functional and the def2-TZVPD basis) of a structure of composition C20H18ClIN2O7Ti.

LUMO energy (spin up / spin down): 4.222 / 4.221 eV
Energy relative to the best compared isomer or geometry (same formula, charge and spin): 14.26 kJ/mol
Kohn-Sham gap (spin up / spin down): 3.5 / 5.8 eV
Expectation value of S²: 2.021

```
! RIJCOSX wB97M-V def2-TZVPD def2/J DEFGRID3
* xyz -2 3
Ti 0.854 -0.090 0.314
O 1.999 3.721 -0.113
C 1.112 2.923 -0.402
O 1.272 1.674 -0.638
C -0.301 3.498 -0.612
C -0.831 3.188 -2.022
C -2.052 4.085 -2.330
C -3.173 3.349 -1.546
C -2.348 2.264 -0.836
O -1.431 1.904 -1.873
C -1.482 2.953 0.248
C -1.232 2.085 1.503
O -1.861 2.428 2.510
O -0.470 1.074 1.417
H -0.204 4.573 -0.465
H -0.070 3.150 -2.799
H -2.261 4.106 -3.401
H -1.898 5.110 -1.991
H -3.892 2.891 -2.230
H -3.713 3.992 -0.851
H -2.886 1.381 -0.500
H -2.038 3.805 0.638
Cl 3.030 -5.597 4.123
C 2.859 -4.056 3.280
C 3.958 -3.221 3.231
C 3.854 -2.000 2.571
I 5.504 -0.728 2.488
C 2.665 -1.602 1.958
O 2.490 -0.463 1.321
C 1.558 -2.484 2.022
N 0.439 -2.013 1.388
C -0.671 -2.796 1.434
C -0.700 -4.016 2.060
C 0.445 -4.530 2.704
C 1.620 -3.734 2.690
H 4.886 -3.517 3.700
H -1.548 -2.394 0.943
H -1.626 -4.580 2.057
H 0.437 -5.488 3.203
N -2.030 -1.241 -2.643
C -0.952 -0.870 -1.913
O -1.072 -0.668 -0.704
C 0.372 -0.726 -2.607
C 1.483 -1.031 -1.612
H -2.930 -1.250 -2.197
H -1.957 -1.345 -3.636
H 0.418 0.333 -2.889
H 0.350 -1.309 -3.545
H 2.433 -0.624 -1.967
H 1.590 -2.116 -1.479
*
```

---

(5)
The following is a DFT calculation (the ωB97M-V functional and the def2-TZVPD basis) of an isolated molecule of C20H18N2O2.

LUMO energy: 0.773 eV
Energy relative to the best compared isomer or geometry (same formula, charge and spin): 127.07 kJ/mol
Kohn-Sham gap: 9.1 eV

```
! RIJCOSX wB97M-V def2-TZVPD def2/J DEFGRID3
* xyz 0 1
C 1.580 1.377 -2.091
C 2.164 1.443 -0.711
C 3.544 1.481 -0.562
C 4.142 1.607 0.678
C 3.348 1.721 1.806
C 1.974 1.670 1.681
C 1.366 1.508 0.437
N -0.038 1.508 0.358
C -0.744 0.358 -0.148
C -2.194 0.671 -0.399
C -2.759 1.651 -1.188
C -4.144 1.733 -1.235
C -4.940 0.858 -0.509
C -4.372 -0.121 0.291
C -2.993 -0.200 0.339
C -2.119 -1.124 1.098
O -2.427 -2.029 1.842
N -0.840 -0.746 0.805
C 0.307 -1.486 1.277
C 1.215 -1.886 0.163
C 2.560 -1.724 0.004
C 2.878 -2.282 -1.259
C 1.705 -2.735 -1.773
O 0.692 -2.502 -0.920
H 0.613 1.872 -2.122
H 1.461 0.343 -2.420
H 2.247 1.867 -2.798
H 4.161 1.422 -1.447
H 5.218 1.634 0.762
H 3.796 1.843 2.781
H 1.351 1.759 2.562
H -0.453 1.816 1.232
H -0.243 0.011 -1.057
H -2.142 2.336 -1.750
H -4.610 2.491 -1.847
H -6.015 0.945 -0.567
H -4.976 -0.807 0.865
H -0.104 -2.366 1.787
H 0.886 -0.897 1.997
H 3.235 -1.263 0.694
H 3.845 -2.331 -1.715
H 1.462 -3.222 -2.697
*
```

---

(6)
The following is a DFT calculation (the ωB97M-V functional and the def2-TZVPD basis) of an isolated molecule of C20H18N2O3.

LUMO energy: 0.395 eV
Energy relative to the best compared isomer or geometry (same formula, charge and spin): 182.13 kJ/mol
Kohn-Sham gap: 9.8 eV

```
! RIJCOSX wB97M-V def2-TZVPD def2/J DEFGRID3
* xyz 0 1
C 3.074 -3.671 1.805
C 2.368 -2.960 0.850
C 0.942 -2.533 1.052
C 0.726 -1.015 1.028
C -0.777 -0.711 1.220
C -1.377 -0.416 2.472
C -2.773 -0.248 2.564
C -3.600 -0.390 1.428
C -3.022 -0.715 0.197
C -1.630 -0.854 0.107
C 1.522 -0.432 2.165
O 1.564 -0.938 3.285
N 1.954 0.890 2.105
C 1.897 1.557 0.932
O 2.338 2.675 1.064
N 1.592 0.999 -0.244
C 1.652 1.736 -1.519
C 0.258 1.848 -2.135
C -0.695 2.780 -1.674
C -1.934 2.855 -2.258
C -2.169 2.106 -3.414
C -1.234 1.220 -3.945
C -0.037 1.034 -3.234
C 1.288 -0.336 -0.203
O 1.334 -0.931 -1.288
H 4.111 -3.930 1.692
H 2.608 -3.906 2.744
H 2.851 -2.638 -0.099
H 0.314 -3.036 0.295
H 0.583 -2.973 2.004
H -0.806 -0.282 3.370
H -3.240 0.009 3.487
H -4.681 -0.296 1.546
H -3.605 -0.875 -0.682
H -1.204 -1.085 -0.852
H 2.429 1.272 2.852
H 2.350 1.276 -2.226
H 2.048 2.759 -1.375
H -0.473 3.453 -0.837
H -2.689 3.552 -1.887
H -3.104 2.160 -3.939
H -1.455 0.691 -4.848
H 0.704 0.299 -3.603
*
```

---

(7)
The following is a DFT calculation (the ωB97M-V functional and the def2-TZVPD basis) of an isolated molecule of C20H18N2O3S.

LUMO energy: -0.604 eV
Energy relative to the best compared isomer or geometry (same formula, charge and spin): 108.26 kJ/mol
Kohn-Sham gap: 8.3 eV

```
! RIJCOSX wB97M-V def2-TZVPD def2/J DEFGRID3
* xyz 0 1
C 6.269 -0.405 2.449
O 5.001 -0.844 1.976
C 4.110 0.116 1.735
O 4.314 1.292 1.890
C 2.809 -0.422 1.246
C 2.552 -1.728 1.086
C 1.303 -2.302 0.601
O 1.174 -3.504 0.464
N 0.259 -1.445 0.298
C -0.977 -2.054 -0.193
C -1.271 -1.665 -1.615
C -0.259 -1.662 -2.568
C -0.531 -1.311 -3.878
C -1.819 -0.969 -4.253
C -2.833 -0.982 -3.311
C -2.560 -1.324 -1.998
C 0.209 -0.077 0.387
N -0.850 0.523 0.092
C -0.997 1.946 0.152
C -2.461 2.282 0.249
C -2.975 2.950 1.351
C -4.328 3.235 1.427
C -5.178 2.848 0.407
C -4.670 2.176 -0.694
C -3.319 1.898 -0.773
S 1.688 0.851 0.916
H 6.876 -1.299 2.559
H 6.158 0.106 3.408
H 6.722 0.284 1.734
H 3.318 -2.454 1.318
H -1.798 -1.741 0.456
H -0.832 -3.136 -0.117
H 0.746 -1.939 -2.283
H 0.265 -1.308 -4.609
H -2.030 -0.695 -5.276
H -3.841 -0.717 -3.599
H -3.351 -1.321 -1.263
H -0.441 2.373 0.999
H -0.582 2.377 -0.769
H -2.315 3.251 2.152
H -4.719 3.759 2.288
H -6.234 3.068 0.468
H -5.331 1.872 -1.493
H -2.915 1.372 -1.625
*
```

---

(8)
The following is a DFT calculation (the ωB97M-V functional and the def2-TZVPD basis) of an isolated molecule of C20H18N2O4.

LUMO energy: 0.284 eV
Energy relative to the best compared isomer or geometry (same formula, charge and spin): 224.11 kJ/mol
Kohn-Sham gap: 8.5 eV

```
! RIJCOSX wB97M-V def2-TZVPD def2/J DEFGRID3
* xyz 0 1
C -4.121 -0.482 4.362
C -2.771 -1.183 4.452
O -1.733 -0.452 3.820
C -1.277 0.720 4.358
C -1.550 1.110 5.667
C -1.053 2.295 6.179
C -0.280 3.126 5.389
C -0.010 2.752 4.089
C -0.484 1.557 3.551
C -0.103 1.327 2.121
O 0.289 2.242 1.424
N -0.196 0.032 1.689
N 0.077 -0.509 0.484
C 0.553 0.147 -0.503
C 0.810 -0.546 -1.752
C 0.543 -1.865 -1.910
O 0.746 -2.578 -3.016
C 1.268 -1.945 -4.101
C 1.477 -2.698 -5.256
C 2.004 -2.097 -6.376
C 2.338 -0.738 -6.383
C 2.906 -0.113 -7.619
C 2.127 -0.003 -5.235
C 1.593 -0.586 -4.083
C 1.379 0.225 -2.869
O 1.651 1.410 -2.812
H -4.102 0.468 4.889
H -4.889 -1.114 4.798
H -4.368 -0.292 3.320
H -2.801 -2.124 3.895
H -2.510 -1.411 5.492
H -2.150 0.484 6.307
H -1.279 2.563 7.200
H 0.103 4.055 5.781
H 0.581 3.382 3.442
H -0.580 -0.651 2.329
H 0.790 1.206 -0.499
H 0.126 -2.454 -1.105
H 1.220 -3.746 -5.248
H 2.165 -2.683 -7.269
H 2.181 -0.159 -8.431
H 3.165 0.927 -7.443
H 3.798 -0.648 -7.939
H 2.368 1.049 -5.189
*
```

---

(9)
The following is a DFT calculation (the ωB97M-V functional and the def2-TZVPD basis) of an isolated molecule of C20H18N4O4.

LUMO energy: 0.678 eV
Energy relative to the best compared isomer or geometry (same formula, charge and spin): 35.42 kJ/mol
Kohn-Sham gap: 8.5 eV

```
! RIJCOSX wB97M-V def2-TZVPD def2/J DEFGRID3
* xyz 0 1
C -3.729 -2.349 0.767
N -2.837 -1.688 -0.143
C -3.154 -0.933 -1.235
C -4.541 -0.579 -1.641
C -5.061 0.544 -0.708
N -3.989 1.437 -0.339
C -3.286 1.191 0.803
O -3.741 0.560 1.743
C -1.924 1.735 0.818
C -0.920 1.526 1.731
C 0.228 2.151 1.202
C -0.158 2.692 0.012
O -1.450 2.447 -0.231
N -2.111 -0.394 -1.812
C -1.032 -0.778 -1.062
C 0.308 -0.443 -1.186
C 1.184 -0.911 -0.218
N 2.527 -0.534 -0.338
C 3.574 -0.771 0.500
O 3.529 -1.394 1.544
C 4.833 -0.177 0.013
C 6.084 -0.217 0.572
C 6.928 0.507 -0.297
C 6.136 0.935 -1.319
O 4.869 0.530 -1.145
C 0.736 -1.717 0.839
C -0.591 -2.067 0.961
C -1.475 -1.588 0.009
H -4.633 -2.658 0.246
H -3.235 -3.230 1.176
H -3.993 -1.672 1.585
H -5.213 -1.436 -1.603
H -4.491 -0.212 -2.667
H -5.856 1.107 -1.202
H -5.445 0.122 0.224
H -3.467 1.838 -1.106
H -1.007 0.986 2.650
H 1.203 2.185 1.643
H 0.378 3.259 -0.724
H 0.645 0.179 -2.001
H 2.735 0.016 -1.160
H 6.346 -0.707 1.486
H 7.977 0.684 -0.179
H 6.348 1.514 -2.196
H 1.452 -2.053 1.569
H -0.923 -2.677 1.787
*
```

---

(10)
The following is a DFT calculation (the ωB97M-V functional and the def2-TZVPD basis) of a structure of composition C20H18O2PPdS2SbSe4.

LUMO energy: 3.790 eV
Energy relative to the best compared isomer or geometry (same formula, charge and spin): 51.08 kJ/mol
Kohn-Sham gap: 5.1 eV

```
! RIJCOSX wB97M-V def2-TZVPD def2/J DEFGRID3
* xyz -2 1
Pd -2.404 -0.401 0.382
Se -4.131 -4.837 1.128
Sb -4.859 -2.561 0.630
Se -4.009 -0.942 2.347
Se -3.469 -1.670 -1.301
Se -7.200 -2.280 0.039
C -5.805 1.929 -0.960
O -4.481 1.412 -0.837
C -3.463 2.004 -1.427
S -3.586 3.421 -2.286
S -1.961 1.168 -1.219
H -6.422 1.215 -0.422
H -6.084 1.981 -2.012
H -5.856 2.927 -0.524
O 0.438 -2.239 0.721
P 1.204 -1.011 0.428
C 2.907 -1.178 1.061
C 3.662 -0.110 1.536
C 4.958 -0.310 1.992
C 5.507 -1.585 1.979
C 4.753 -2.658 1.518
C 3.460 -2.455 1.064
C 0.525 0.488 1.150
C 0.713 1.750 0.590
C 0.115 2.859 1.163
C -0.693 2.712 2.282
C -0.900 1.456 2.835
C -0.281 0.340 2.282
C 1.391 -0.676 -1.333
C 2.463 0.027 -1.880
C 2.500 0.290 -3.240
C 1.464 -0.150 -4.058
C 0.403 -0.860 -3.519
C 0.365 -1.132 -2.159
H 3.229 0.884 1.562
H 5.535 0.528 2.364
H 6.516 -1.745 2.338
H 5.174 -3.656 1.521
H 2.850 -3.286 0.727
H 1.272 1.860 -0.331
H 0.226 3.832 0.702
H -1.198 3.574 2.701
H -1.566 1.325 3.677
H -0.479 -0.646 2.687
H 3.276 0.366 -1.247
H 3.332 0.840 -3.663
H 1.487 0.070 -5.119
H -0.413 -1.192 -4.146
H -0.465 -1.680 -1.725
*
```

---

Max |F| readings, ordered: 2.0; 3.5; 0.9; 0.2; 1.0; 6.1; 1.7; 0.9; 1.3; 0.9 eV Å⁻¹